This record from OMol25 describes a molecular structure, C35H38BCuN10S. The level of theory is wB97M-V/def2-TZVPD.

Element x y z (Å)
Cu (1.09259, 0.62905, -0.00085)
C (4.06069, 3.10570, 0.56435)
C (3.69283, 2.09450, 1.59676)
C (4.29656, 1.91493, 2.85555)
C (3.69293, 0.80158, 3.38291)
N (2.77455, 0.35829, 2.49416)
N (2.77640, 1.15648, 1.40434)
B (2.22243, -1.08828, 2.36247)
N (0.66434, -1.19908, 2.26721)
C (-0.19285, -1.74899, 3.16201)
C (-1.29564, -2.20485, 2.48344)
C (-1.03272, -1.90736, 1.13152)
C (-1.74989, -2.38242, -0.08030)
N (0.12086, -1.27217, 1.02751)
N (2.78692, -1.62109, 1.00828)
C (3.62236, -2.63685, 0.70696)
C (3.80852, -2.64992, -0.65986)
C (3.03124, -1.58397, -1.14264)
C (2.80040, -1.12759, -2.54548)
N (2.43687, -0.97654, -0.13085)
N (2.66831, -1.86484, 3.61401)
C (2.34349, -1.51449, 4.88005)
C (2.88434, -2.44486, 5.73427)
C (3.54225, -3.35591, 4.88619)
C (4.32131, -4.57227, 5.27144)
N (3.40307, -2.99196, 3.62165)
H (4.55827, 3.95479, 1.03041)
H (3.17657, 3.44881, 0.03457)
H (4.73851, 2.65800, -0.16591)
H (5.07259, 2.51114, 3.30518)
H (3.86914, 0.30104, 4.31777)
H (0.02609, -1.80318, 4.21225)
H (-2.16142, -2.69421, 2.89711)
H (-2.80704, -2.53809, 0.11373)
H (-1.31472, -3.33595, -0.39082)
H (-1.61524, -1.67773, -0.89540)
H (4.01442, -3.26072, 1.48616)
H (4.41691, -3.33043, -1.23114)
H (3.34900, -1.75373, -3.24655)
H (3.10795, -0.08779, -2.66669)
H (1.73512, -1.17882, -2.77861)
H (1.76479, -0.62955, 5.09019)
H (2.81787, -2.47745, 6.80870)
H (4.22531, -4.75381, 6.34079)
H (5.37750, -4.44237, 5.03092)
H (3.95864, -5.44657, 4.73065)
S (0.80399, 2.99620, -0.26843)
C (-0.89354, 2.44110, 0.06322)
N (-1.13198, 2.30959, 1.48974)
C (-2.48057, 1.84807, 1.78994)
C (-3.46922, 2.87539, 1.24539)
C (-3.23406, 3.04363, -0.25161)
N (-1.83970, 3.41135, -0.45332)
H (-0.42214, 1.71336, 1.89750)
H (-2.57793, 1.75459, 2.87378)
H (-2.69484, 0.86005, 1.34527)
H (-3.27849, 3.83249, 1.73549)
H (-4.49761, 2.56098, 1.44083)
H (-3.86180, 3.84001, -0.65791)
H (-3.49869, 2.10888, -0.76928)
H (-1.62832, 3.60496, -1.42299)
C (-0.81445, 1.12777, -0.70227)
C (-1.54553, 0.73555, -1.66441)
C (-2.22057, 0.54703, -2.81909)
C (-1.78139, 1.35793, -3.97073)
C (-2.65173, 1.71882, -5.00988)
C (-2.25078, 2.58279, -6.01681)
C (-0.97715, 3.13079, -6.01341)
C (-0.10315, 2.78986, -4.98858)
C (-0.49212, 1.91768, -3.98939)
C (-3.45992, -0.24750, -2.86716)
C (-3.81934, -0.98599, -4.00191)
C (-4.99536, -1.71576, -4.04294)
C (-5.85037, -1.73612, -2.94927)
C (-5.50208, -1.02413, -1.81079)
C (-4.32721, -0.29303, -1.77032)
H (-3.66633, 1.34549, -5.01264)
H (-2.94430, 2.84054, -6.80901)
H (-0.67293, 3.81927, -6.79204)
H (0.89401, 3.21297, -4.96307)
H (0.19915, 1.67051, -3.19224)
H (-3.14974, -1.00873, -4.85248)
H (-5.24888, -2.28379, -4.93045)
H (-6.77545, -2.29740, -2.98955)
H (-6.15163, -1.04517, -0.94312)
H (-4.07024, 0.25951, -0.87449)

The calculation puts the molar mass at 705.184 g mol⁻¹. The expectation value of S² is 0.768. The multiplicity is 2. The value obtained for the LUMO energy (alpha / beta) is 2.62 / 2.18 eV. The orbital gap (alpha / beta) is 6.43 / 6.56 eV. Its net charge is -1.